C22H36GaN7O3S2 as an isolated structure in a non-equilibrium geometry. Source: the OMol25 dataset; level of theory: wB97M-V/def2-TZVPD.

The orbital gap is 8.411 eV. The value obtained for the energy is -4190.21702 hartree. Its energy relative to the best compared isomer or geometry (same formula, charge and spin) is 0.037 eV.

Cartesian coordinates (Å):
Ga: -0.205 0.679 0.681
N: 1.685 -0.516 0.526
C: 1.366 -1.928 0.726
C: -0.076 -2.199 0.288
O: -0.423 -3.319 -0.085
N: -0.852 -1.128 0.358
C: -2.227 -1.220 -0.050
C: -2.823 0.193 -0.109
O: -3.929 0.369 -0.580
O: -2.073 1.152 0.333
H: 1.880 -0.398 -0.473
H: 2.530 -0.264 1.033
H: 1.445 -2.187 1.785
H: 2.032 -2.575 0.146
H: -2.817 -1.823 0.652
H: -2.322 -1.678 -1.044
C: -1.219 5.300 -2.003
N: -0.454 4.253 -1.361
C: 0.644 4.763 -0.576
C: -0.565 2.951 -1.651
S: 0.741 1.904 -1.261
N: -1.616 2.471 -2.322
C: -1.515 1.222 -3.045
C: -2.979 2.927 -2.111
H: -0.523 6.065 -2.352
H: -1.918 5.760 -1.300
H: -1.760 4.922 -2.862
H: 0.293 5.600 0.028
H: 1.457 5.101 -1.224
H: 1.032 3.985 0.073
H: -0.475 1.039 -3.307
H: -2.113 1.308 -3.953
H: -1.886 0.378 -2.460
H: -3.022 3.619 -1.275
H: -3.593 2.061 -1.845
H: -3.391 3.388 -3.013
C: -1.207 -5.360 -4.041
C: -1.699 -4.103 -3.321
N: -0.608 -3.280 -2.851
C: 0.032 -2.332 -3.542
S: 1.217 -1.426 -2.802
N: -0.320 -2.106 -4.829
C: 0.372 -1.166 -5.680
C: 1.655 -1.741 -6.279
H: -2.052 -5.970 -4.351
H: -0.584 -5.951 -3.375
H: -0.619 -5.102 -4.919
H: -2.281 -4.396 -2.446
H: -2.351 -3.519 -3.981
H: -0.368 -3.381 -1.863
H: -0.889 -2.797 -5.293
H: 0.612 -0.288 -5.072
H: -0.322 -0.870 -6.472
H: 2.352 -1.987 -5.483
H: 2.114 -1.004 -6.932
H: 1.451 -2.642 -6.854
C: 0.284 2.145 2.084
C: 0.371 1.979 3.552
C: -0.777 1.775 4.322
C: -0.729 1.799 5.700
C: 0.491 2.011 6.348
C: 1.655 2.163 5.590
C: 1.589 2.141 4.212
C: 0.561 2.101 7.755
N: 0.645 2.196 8.895
H: 1.227 2.566 1.719
H: -0.523 2.859 1.871
H: -1.720 1.617 3.818
H: -1.630 1.681 6.285
H: 2.601 2.327 6.087
H: 2.499 2.274 3.641

***

C22H36N2O3 in the gas phase. Source: the OMol25 dataset; level of theory: wB97M-V/def2-TZVPD.

The orbital gap is 9.830 eV. As for the structure (SMILES): COCCNC(=O)[C@@H](NC(=O)C1CCCCC1)[C@]12C[C@H]3C[C@H](C[C@H](C3)C1)C2. The value obtained for the energy is -1195.21865 hartree. Its energy relative to the best compared isomer or geometry (same formula, charge and spin) is 0.000 eV.

Cartesian coordinates (Å):
C: -0.430 2.014 -4.654
O: -1.195 1.726 -3.514
C: -2.374 1.017 -3.804
C: -3.105 0.726 -2.494
N: -2.310 -0.115 -1.631
C: -1.750 0.357 -0.496
O: -2.030 1.436 -0.014
C: -0.707 -0.575 0.129
N: 0.534 0.170 0.160
C: 1.562 -0.130 -0.669
O: 1.596 -1.152 -1.326
C: 2.650 0.931 -0.710
C: 2.327 1.867 -1.882
C: 3.400 2.942 -2.021
C: 4.771 2.302 -2.223
C: 5.098 1.371 -1.060
C: 4.026 0.298 -0.910
C: -1.126 -1.103 1.520
C: -0.110 -2.151 1.986
C: -0.534 -2.721 3.338
C: -0.608 -1.598 4.371
C: -1.627 -0.557 3.910
C: -3.001 -1.210 3.778
C: -2.926 -2.337 2.751
C: -1.906 -3.380 3.205
C: -2.504 -1.762 1.400
C: -1.194 0.017 2.562
H: -0.094 1.095 -5.151
H: -0.999 2.615 -5.374
H: 0.435 2.579 -4.314
H: -2.131 0.072 -4.320
H: -3.026 1.608 -4.467
H: -3.270 1.658 -1.951
H: -4.064 0.245 -2.710
H: -1.938 -0.958 -2.039
H: -0.522 -1.434 -0.526
H: 0.465 1.097 0.554
H: 2.641 1.505 0.223
H: 2.285 1.272 -2.797
H: 1.346 2.325 -1.735
H: 3.164 3.593 -2.866
H: 3.416 3.559 -1.120
H: 5.535 3.077 -2.307
H: 4.768 1.730 -3.153
H: 6.070 0.900 -1.222
H: 5.160 1.954 -0.137
H: 3.993 -0.329 -1.803
H: 4.257 -0.349 -0.060
H: -0.043 -2.955 1.249
H: 0.878 -1.693 2.064
H: 0.200 -3.468 3.661
H: 0.374 -1.133 4.485
H: -0.901 -2.004 5.342
H: -1.678 0.254 4.645
H: -3.735 -0.466 3.460
H: -3.321 -1.606 4.745
H: -3.911 -2.808 2.651
H: -2.211 -3.804 4.165
H: -1.859 -4.195 2.480
H: -2.469 -2.559 0.652
H: -3.238 -1.023 1.070
H: -1.896 0.785 2.234
H: -0.210 0.479 2.670

***

C22H36N2O6S2 in the gas phase. Source: the OMol25 dataset; level of theory: wB97M-V/def2-TZVPD.

The orbital gap is 9.267 eV. As for the structure (SMILES): CCOC(=O)C1CCN(C(=O)CSCCSCC(=O)N2CCC(C(=O)OCC)CC2)CC1. The value obtained for the energy is -2217.32181 hartree. Its energy relative to the best compared isomer or geometry (same formula, charge and spin) is 0.160 eV.

Cartesian coordinates (Å):
C: -4.750 -0.645 -3.929
C: -5.291 -1.571 -2.849
O: -5.124 -1.002 -1.548
C: -3.938 -1.167 -0.956
O: -3.029 -1.803 -1.418
C: -3.900 -0.425 0.368
C: -2.829 -1.004 1.291
C: -2.717 -0.158 2.556
N: -2.426 1.222 2.217
C: -1.200 1.720 2.472
O: -0.333 1.066 3.030
C: -0.918 3.153 2.065
S: -0.729 3.300 0.252
C: 0.872 2.462 0.017
C: 2.009 3.429 0.267
S: 3.652 2.690 0.010
C: 3.703 2.568 -1.813
C: 2.990 1.328 -2.321
O: 1.927 1.441 -2.912
N: 3.564 0.133 -2.095
C: 4.764 -0.132 -1.336
C: 4.419 -0.866 -0.039
C: 3.658 -2.157 -0.349
C: 3.235 -2.861 0.930
O: 3.489 -4.010 1.184
O: 2.542 -2.044 1.716
C: 2.025 -2.553 2.948
C: 0.561 -2.171 3.073
C: 2.423 -1.827 -1.195
C: 2.844 -1.074 -2.455
C: -3.454 1.823 1.400
C: -3.593 1.052 0.085
H: -3.678 -0.515 -3.805
H: -5.234 0.327 -3.870
H: -4.941 -1.077 -4.908
H: -6.367 -1.720 -2.958
H: -4.774 -2.535 -2.881
H: -4.889 -0.501 0.831
H: -3.073 -2.033 1.557
H: -1.873 -1.009 0.764
H: -1.915 -0.524 3.197
H: -3.661 -0.184 3.110
H: -1.716 3.834 2.351
H: 0.014 3.467 2.533
H: 0.862 2.119 -1.018
H: 0.912 1.607 0.692
H: 1.928 4.301 -0.384
H: 2.024 3.760 1.307
H: 4.754 2.588 -2.098
H: 3.201 3.446 -2.220
H: 5.421 -0.761 -1.950
H: 5.289 0.791 -1.100
H: 3.800 -0.220 0.585
H: 5.339 -1.090 0.504
H: 4.304 -2.849 -0.900
H: 2.163 -3.640 2.962
H: 2.612 -2.106 3.757
H: 0.455 -1.089 3.043
H: -0.013 -2.608 2.259
H: 0.171 -2.540 4.018
H: 1.745 -1.202 -0.610
H: 1.897 -2.740 -1.474
H: 3.497 -1.702 -3.070
H: 1.972 -0.780 -3.040
H: -3.224 2.864 1.183
H: -4.399 1.780 1.955
H: -4.390 1.493 -0.514
H: -2.658 1.131 -0.473

***

A 2-piece molecular cluster, C22H36N5O7PS3 overall in a non-equilibrium geometry. Source: the OMol25 dataset; level of theory: wB97M-V/def2-TZVPD.

The orbital gap is 4.975 eV. The value obtained for the energy is -3196.18175 hartree.

Cartesian coordinates (Å):
C: -2.807 -3.542 1.480
C: -3.933 -2.691 2.067
O: -5.030 -2.688 1.559
O: -3.606 -1.991 3.199
C: -3.825 -0.578 3.044
C: -2.871 0.063 2.048
C: -1.483 0.455 2.640
C: -0.391 -0.599 2.360
C: 1.053 -0.053 2.460
N: 1.662 0.383 1.182
C: 1.085 1.337 0.429
N: 0.986 2.593 0.802
C: 1.477 3.119 2.053
S: 0.161 3.784 3.127
O: -1.001 4.031 2.333
O: 0.022 2.938 4.266
N: 0.641 1.083 -0.876
C: -0.595 0.282 -0.917
C: -1.450 0.487 -2.159
C: -2.782 0.781 -1.975
C: -3.658 0.956 -3.021
C: -3.195 0.861 -4.313
C: -1.860 0.578 -4.516
C: -1.394 0.479 -5.966
C: -0.995 0.398 -3.467
C: 1.777 0.558 -1.695
C: 2.131 1.647 -2.741
C: 3.005 0.136 -0.854
N: 3.755 -0.782 -1.702
N: 3.928 1.304 -0.588
C: 4.962 1.371 -1.233
S: 6.396 1.411 -1.832
C: 2.613 -0.511 0.510
P: 2.182 -2.319 0.387
O: 3.577 -3.090 0.442
O: 1.345 -2.799 1.634
S: 1.302 -2.877 -1.250
H: -2.924 -4.585 1.781
H: -2.836 -3.471 0.393
H: -1.865 -3.168 1.889
H: -4.839 -0.477 2.631
H: -3.851 -0.081 4.014
H: -2.688 -0.553 1.159
H: -3.324 0.992 1.680
H: -1.608 0.506 3.724
H: -1.205 1.421 2.211
H: -0.553 -1.174 1.445
H: -0.451 -1.328 3.177
H: 1.004 0.745 3.213
H: 1.710 -0.800 2.908
H: 0.556 3.249 0.161
H: 2.101 3.992 1.806
H: 2.143 2.443 2.584
H: 0.636 5.007 3.518
H: -0.457 -0.798 -0.764
H: -1.221 0.630 -0.087
H: -3.130 0.866 -0.947
H: -4.682 1.198 -2.758
H: -3.882 1.008 -5.139
H: -2.247 0.082 -6.526
H: -0.550 -0.200 -6.090
H: -1.214 1.481 -6.366
H: 0.046 0.198 -3.694
H: 1.385 -0.274 -2.279
H: 2.633 2.500 -2.277
H: 1.202 2.042 -3.154
H: 2.752 1.179 -3.510
H: 4.296 -1.459 -1.181
H: 3.187 -1.203 -2.420
H: 3.557 -0.454 1.079
H: 4.085 -2.868 1.246
H: 1.840 -3.517 2.114
O: 3.215 -4.557 2.690
H: 3.996 -5.087 2.851

***

C22H37ClF3IrN2O5P as an isolated structure in a non-equilibrium geometry. Source: the OMol25 dataset; level of theory: wB97M-V/def2-TZVPD.

Its net charge is +1. The orbital gap is 7.381 eV. The value obtained for the energy is -2551.59725 hartree. Its energy relative to the best compared isomer or geometry (same formula, charge and spin) is 0.933 eV.

Cartesian coordinates (Å):
Ir: 0.788 -0.709 -0.150
N: 2.174 -1.035 1.408
C: 2.844 -2.340 1.131
C: 3.297 -2.307 -0.327
N: 2.079 -2.008 -1.134
H: 2.897 -0.322 1.447
H: 1.687 -1.055 2.300
H: 2.099 -3.119 1.285
H: 3.674 -2.492 1.820
H: 3.728 -3.253 -0.652
H: 4.021 -1.517 -0.484
H: 1.475 -2.833 -1.094
H: 2.254 -1.808 -2.112
F: -3.541 -0.945 -1.606
C: -2.975 0.178 -1.179
F: -2.927 1.046 -2.200
F: -3.697 0.704 -0.205
C: -1.538 -0.100 -0.720
O: -1.152 0.065 0.456
O: -0.701 -0.471 -1.594
C: 4.314 1.109 -0.642
C: 3.162 2.015 -0.191
C: 3.256 2.362 1.296
P: 1.531 1.383 -0.798
C: 0.264 2.625 -0.287
C: 0.555 4.034 -0.821
C: -0.022 2.699 1.213
C: 1.608 1.572 -2.642
C: 2.621 2.611 -3.140
C: 1.804 0.272 -3.425
H: 5.164 1.711 -0.965
H: 4.055 0.457 -1.475
H: 4.682 0.490 0.179
H: 3.271 2.965 -0.719
H: 2.897 1.585 1.972
H: 2.692 3.259 1.538
H: 4.299 2.559 1.549
H: -0.632 2.272 -0.808
H: 1.422 4.476 -0.325
H: -0.302 4.671 -0.597
H: 0.707 4.073 -1.899
H: 0.715 3.320 1.717
H: -0.074 1.733 1.710
H: -0.987 3.187 1.352
H: 0.602 1.942 -2.873
H: 3.645 2.260 -3.007
H: 2.535 3.587 -2.667
H: 2.471 2.753 -4.210
H: 2.773 -0.183 -3.204
H: 1.819 0.506 -4.489
H: 0.996 -0.441 -3.262
C: -5.614 -2.827 0.025
C: -5.042 -1.990 1.130
C: -5.772 -0.967 1.712
C: -5.238 -0.222 2.754
Cl: -6.174 1.073 3.435
C: -3.980 -0.495 3.251
C: -3.227 -1.512 2.678
C: -3.752 -2.239 1.621
O: -3.075 -3.234 0.958
C: -1.850 -3.696 1.482
C: -0.699 -2.733 1.211
O: -0.133 -2.088 2.101
O: -0.341 -2.578 -0.028
H: -6.560 -2.410 -0.318
H: -5.793 -3.848 0.367
H: -4.935 -2.895 -0.822
H: -6.768 -0.746 1.351
H: -3.580 0.083 4.071
H: -2.228 -1.696 3.042
H: -1.654 -4.629 0.953
H: -1.913 -3.894 2.554

***

A 6-piece molecular cluster, C22H37ClF8NO21S5 overall in a non-equilibrium geometry. Source: the OMol25 dataset; level of theory: wB97M-V/def2-TZVPD.

Its net charge is -1. The orbital gap is 3.639 eV. The value obtained for the energy is -5745.15103 hartree.

Cartesian coordinates (Å):
N: 6.092 5.852 0.070
C: 5.168 4.683 0.149
C: 6.011 3.417 0.059
C: 5.216 2.091 -0.132
C: 3.911 2.201 -0.929
C: 2.666 2.687 -0.153
Cl: 2.619 1.956 1.560
C: 1.437 2.072 -0.877
C: 0.242 3.022 -0.968
O: -0.901 2.554 -0.194
C: -2.054 3.056 -0.767
C: -3.254 2.833 0.189
F: -2.846 2.988 1.457
F: -3.739 1.587 -0.058
C: -4.304 3.935 -0.098
F: -4.558 4.053 -1.423
F: -3.728 5.105 0.271
C: -5.640 3.834 0.726
F: -5.880 2.606 1.223
F: -5.527 4.674 1.783
C: -6.836 4.367 -0.085
F: -7.208 3.462 -1.031
F: -7.897 4.541 0.733
H: 5.585 6.707 0.268
H: 6.450 5.901 -0.878
H: 4.451 4.748 -0.669
H: 4.671 4.721 1.117
H: 6.756 3.485 -0.744
H: 6.578 3.336 0.994
H: 5.874 1.427 -0.711
H: 5.105 1.617 0.844
H: 3.754 1.232 -1.441
H: 4.082 2.921 -1.745
H: 1.698 1.699 -1.874
H: 1.118 1.197 -0.291
H: -0.102 3.012 -2.019
H: 0.518 4.036 -0.669
H: -2.311 2.488 -1.680
H: -1.961 4.105 -1.072
H: -6.595 5.307 -0.586
C: 5.064 -3.628 -0.621
C: 4.730 -2.864 0.642
O: 4.400 -1.549 0.198
S: 3.708 -1.629 -1.250
O: 2.304 -1.588 -1.100
O: 4.403 -0.762 -2.128
O: 4.131 -3.151 -1.596
H: 6.073 -3.394 -0.969
H: 4.965 -4.703 -0.495
H: 5.561 -2.833 1.339
H: 3.853 -3.285 1.140
C: 9.430 -2.524 3.685
C: 8.202 -2.145 4.486
O: 7.145 -2.915 3.903
S: 7.726 -4.313 3.379
O: 7.477 -5.303 4.362
O: 7.344 -4.470 2.021
O: 9.282 -3.928 3.431
H: 9.454 -2.003 2.726
H: 10.354 -2.333 4.224
H: 7.976 -1.084 4.430
H: 8.302 -2.441 5.533
C: -6.364 -0.157 -0.708
C: -7.480 0.077 0.285
O: -8.585 -0.685 -0.229
S: -8.031 -1.990 -0.972
O: -8.103 -3.092 -0.075
O: -8.600 -2.047 -2.267
O: -6.501 -1.538 -1.085
H: -6.490 0.457 -1.602
H: -5.383 0.026 -0.281
H: -7.748 1.125 0.373
H: -7.224 -0.317 1.271
C: 0.464 -0.008 -6.168
C: -0.415 -1.187 -5.806
O: 0.469 -2.117 -5.180
S: 1.621 -1.309 -4.380
O: 1.258 -1.216 -3.017
O: 2.878 -1.810 -4.799
O: 1.371 0.124 -5.076
H: 1.043 -0.209 -7.073
H: -0.104 0.910 -6.297
H: -0.887 -1.638 -6.675
H: -1.183 -0.903 -5.081
C: -8.007 -4.208 2.749
C: -7.022 -5.297 2.393
O: -6.415 -5.653 3.644
S: -7.484 -5.480 4.827
O: -8.063 -6.744 5.111
O: -6.904 -4.676 5.839
O: -8.556 -4.609 4.014
H: -7.505 -3.247 2.883
H: -8.793 -4.103 2.009
H: -6.271 -4.965 1.683
H: -7.530 -6.179 1.997

***

What is the formula in the first record? C22H36GaN7O3S2

***

The lowest orbital gap belongs to which entry? C22H37ClF8NO21S5

***

Which value of orbital gap does entry 4 give? 4.975 eV

***

Which of these has the lowest energy? C22H37ClF8NO21S5